This record from the Open Molecules 2025 dataset describes 4 unconnected molecules or ions with the total composition C38H83N4O2 in a non-equilibrium geometry. The level of theory is ωB97M-V/def2-TZVPD.

Results
Net charge   +1
F_max   4.35 eV/Å
Calculated total energy   -1866.82728 a.u.

```
127
Properties=species:S:1:pos:R:3:lowdin_charge:R:1
C 3.781 8.717 0.228 -0.119
C 3.142 7.309 0.441 -0.247
C 2.122 7.100 -0.751 -0.204
C 2.040 5.591 -1.157 -0.194
C 0.703 4.973 -0.601 -0.193
C 0.983 4.155 0.712 -0.197
C 0.303 2.741 0.574 -0.213
C 1.328 1.790 -0.126 -0.205
C 0.593 0.414 -0.421 -0.197
C 1.038 -0.603 0.674 -0.210
C 0.834 -2.098 0.271 -0.204
C 1.520 -2.477 -1.086 -0.182
C 2.514 -3.679 -0.823 -0.204
C 1.682 -4.985 -0.914 -0.185
C 2.587 -6.262 -0.861 -0.094
C 3.728 -6.243 -1.861 -0.255
N 4.918 -5.725 -1.574 0.216
C 5.747 -5.884 -2.662 -0.271
N 7.010 -5.512 -2.760 0.066
O 7.677 -4.865 -1.769 -0.060
C 7.871 -5.703 -0.596 -0.116
C 9.178 -5.381 0.193 -0.383
C 10.356 -4.911 -0.672 -0.033
O 9.573 -6.606 0.848 -0.043
N 4.977 -6.487 -3.563 0.120
N 3.728 -6.715 -3.133 0.144
H 4.278 8.723 -0.762 0.074
H 2.960 9.457 0.203 0.058
H 4.509 8.965 1.018 0.068
H 2.549 7.285 1.375 0.084
H 3.918 6.521 0.439 0.098
H 1.150 7.481 -0.377 0.091
H 2.392 7.750 -1.605 0.102
H 2.912 5.021 -0.790 0.093
H 2.002 5.477 -2.259 0.100
H 0.298 4.295 -1.377 0.096
H -0.068 5.726 -0.371 0.102
H 2.061 3.978 0.885 0.098
H 0.548 4.636 1.610 0.102
H -0.571 2.792 -0.099 0.102
H 0.023 2.307 1.553 0.111
H 1.683 2.215 -1.088 0.110
H 2.209 1.601 0.510 0.100
H -0.497 0.590 -0.394 0.107
H 0.850 0.095 -1.447 0.092
H 0.415 -0.408 1.571 0.116
H 2.096 -0.472 0.966 0.107
H 1.210 -2.715 1.112 0.106
H -0.258 -2.268 0.174 0.101
H 2.050 -1.615 -1.527 0.102
H 0.783 -2.877 -1.810 0.093
H 3.071 -3.570 0.123 0.119
H 3.255 -3.628 -1.648 0.098
H 0.964 -5.070 -0.078 0.124
H 1.172 -4.991 -1.898 0.103
H 3.056 -6.388 0.130 0.132
H 1.984 -7.162 -1.105 0.123
H 7.494 -5.717 -3.631 0.187
H 7.823 -6.770 -0.892 0.139
H 7.020 -5.493 0.086 0.123
H 8.930 -4.669 1.000 0.145
H 10.094 -4.164 -1.438 0.079
H 10.920 -5.745 -1.129 0.094
H 11.074 -4.415 0.012 0.092
H 8.747 -6.969 1.204 0.090
H 5.209 -6.782 -4.506 0.194
H 2.951 -7.137 -3.627 0.196
C -2.247 12.942 2.097 -0.112
C -1.262 12.275 3.051 -0.271
C 0.037 11.839 2.375 -0.227
C -0.123 10.788 1.275 -0.224
C -0.801 9.490 1.713 -0.265
C -0.021 8.732 2.782 -0.102
H -2.565 12.261 1.305 0.065
H -3.141 13.261 2.636 0.069
H -1.801 13.824 1.633 0.075
H -1.744 11.423 3.539 0.098
H -1.017 12.983 3.848 0.105
H 0.724 11.464 3.141 0.101
H 0.525 12.719 1.943 0.110
H 0.869 10.553 0.875 0.093
H -0.687 11.216 0.441 0.103
H -0.907 8.844 0.835 0.096
H -1.815 9.689 2.069 0.100
H 0.982 8.482 2.428 0.053
H -0.532 7.799 3.031 0.070
H 0.073 9.312 3.702 0.069
C -1.700 -6.052 -3.376 -0.109
C -1.898 -4.550 -3.198 -0.265
C -2.169 -4.144 -1.750 -0.235
C -3.447 -4.720 -1.137 -0.221
C -4.734 -4.387 -1.891 -0.263
C -5.036 -2.894 -1.940 -0.105
H -2.593 -6.613 -3.097 0.071
H -1.478 -6.284 -4.420 0.070
H -0.864 -6.410 -2.766 0.056
H -2.705 -4.207 -3.850 0.104
H -0.991 -4.037 -3.538 0.095
H -2.199 -3.051 -1.692 0.102
H -1.319 -4.452 -1.130 0.087
H -3.533 -4.353 -0.109 0.108
H -3.356 -5.808 -1.059 0.104
H -5.565 -4.894 -1.393 0.090
H -4.697 -4.789 -2.908 0.102
H -5.123 -2.482 -0.931 0.073
H -5.980 -2.717 -2.459 0.070
H -4.260 -2.340 -2.472 0.066
C -7.400 -4.989 4.400 -0.110
C -6.872 -5.270 2.997 -0.271
C -6.563 -4.003 2.201 -0.232
C -7.765 -3.096 1.927 -0.225
C -8.924 -3.762 1.184 -0.265
C -8.544 -4.242 -0.211 -0.110
H -8.346 -4.446 4.373 0.067
H -7.574 -5.925 4.934 0.070
H -6.681 -4.401 4.975 0.075
H -7.585 -5.898 2.455 0.099
H -5.953 -5.857 3.083 0.103
H -6.099 -4.289 1.250 0.085
H -5.807 -3.421 2.739 0.110
H -7.422 -2.233 1.347 0.107
H -8.140 -2.692 2.872 0.102
H -9.739 -3.038 1.095 0.106
H -9.322 -4.598 1.766 0.100
H -8.186 -3.411 -0.822 0.069
H -9.411 -4.679 -0.711 0.072
H -7.765 -5.007 -0.176 0.057
```

***

This record from the Open Molecules 2025 dataset describes a molecular structure, C7H12F13MgN2O11S4V in a non-equilibrium geometry. The level of theory is ωB97M-V/def2-TZVPD.

Results
F_max   5.63 eV/Å
Calculated total energy   -5246.05567 a.u.
Spin multiplicity   5
⟨S²⟩   6.00

```
51
Properties=species:S:1:pos:R:3:lowdin_charge:R:1
Mg -0.748 -1.006 -0.384 0.798
V 2.148 1.651 -0.651 0.714
C -3.467 0.889 -2.166 -0.602
F -3.751 1.670 -3.187 0.175
F -2.739 1.560 -1.278 0.152
F -4.618 0.362 -1.653 0.128
S -2.379 -0.537 -2.888 0.712
O -3.163 -1.114 -4.002 -0.257
O -1.130 0.014 -3.243 -0.250
N -2.186 -1.522 -1.459 -0.359
S -3.156 -2.715 -1.813 0.600
O -4.575 -2.374 -1.897 -0.266
O -2.673 -3.613 -2.832 -0.271
C -2.972 -3.779 -0.225 -0.613
F -3.743 -4.838 -0.216 0.178
F -1.706 -4.214 -0.089 0.119
F -3.343 -3.077 0.894 0.091
C 0.490 4.544 2.303 -0.529
F -0.246 4.867 1.221 0.127
F 1.587 5.318 2.506 0.121
F -0.371 4.688 3.354 0.105
S 0.994 2.601 2.316 0.699
O 1.080 2.216 3.695 -0.259
O -0.081 1.911 1.598 -0.345
N 2.386 2.456 1.276 -0.414
S 3.498 2.450 2.401 0.609
O 3.439 3.595 3.344 -0.303
O 3.702 1.093 2.947 -0.305
C 5.144 2.732 1.417 -0.700
F 5.363 1.766 0.570 0.145
F 5.086 3.964 0.901 0.136
F 6.137 2.649 2.259 0.172
F 0.315 0.598 -0.779 -0.488
C -3.195 -0.041 1.648 -0.078
O -2.052 0.066 0.815 -0.182
H -3.842 -0.917 1.607 0.090
H -3.043 0.239 2.691 0.100
H -3.828 0.781 1.315 0.094
H -1.853 1.004 0.773 0.064
C 0.560 -3.376 -2.433 -0.142
O 0.558 -2.206 -1.731 -0.144
H -0.285 -3.528 -3.104 0.079
H 1.431 -3.571 -3.058 0.104
H 0.388 -4.214 -1.758 0.095
H 0.925 -1.506 -2.276 0.100
C 3.664 -1.325 0.105 -0.125
O 2.579 -0.542 0.548 -0.190
H 3.535 -1.619 -0.937 0.075
H 4.522 -0.657 0.172 0.080
H 3.753 -2.217 0.725 0.097
H 1.864 -1.173 0.660 0.063
```

***

This record from the Open Molecules 2025 dataset describes a molecular structure, C11H8NO5Pd in a non-equilibrium geometry. The level of theory is ωB97M-V/def2-TZVPD.

Results
Net charge   +3
F_max   9.18 eV/Å
Energy above the lowest of the compared OMol25 structures with the same formula, charge and spin   23.3 kcal/mol
Spin multiplicity   5
⟨S²⟩   6.03

```
26
Properties=species:S:1:pos:R:3:lowdin_charge:R:1
O -0.020 -5.989 -1.528 0.098
C 0.795 -5.203 -1.295 0.066
Pd 0.686 -1.638 -0.435 0.824
O -1.749 -3.507 -1.135 0.227
C -0.950 -2.730 -0.771 -0.067
C 2.711 -1.802 -0.363 -0.207
O 3.748 -1.280 -0.170 0.256
C 0.905 -1.518 -2.410 -0.050
O 1.157 -1.399 -3.541 0.260
C 0.776 -2.492 1.384 -0.065
O 1.013 -2.894 2.434 0.270
H 2.203 -2.833 -0.677 0.093
C -1.530 4.172 1.098 0.049
C -0.992 2.849 0.709 -0.157
C -1.485 1.695 1.342 0.186
C -0.968 0.451 0.976 0.019
N -0.029 0.345 0.029 -0.006
C 0.497 1.441 -0.557 0.036
C 0.026 2.713 -0.226 0.091
H -2.613 4.173 0.888 0.148
H -1.350 4.323 2.177 0.150
H -1.019 4.939 0.509 0.119
H -2.267 1.767 2.094 0.181
H -1.307 -0.474 1.468 0.151
H 1.312 1.300 -1.274 0.157
H 0.452 3.589 -0.727 0.168
```

***

This record from the Open Molecules 2025 dataset describes a molecular structure, C21H27AuN6O2S in a non-equilibrium geometry. The level of theory is ωB97M-V/def2-TZVPD.

Results
Net charge   +2
F_max   3.47 eV/Å
Energy above the lowest of the compared OMol25 structures with the same formula, charge and spin   11.0 kcal/mol

```
58
Properties=species:S:1:pos:R:3:lowdin_charge:R:1
Au 0.826 -0.030 -0.543 1.114
O 4.686 0.075 0.962 0.144
C 3.506 -0.071 0.775 -0.590
O 2.904 -0.107 -0.346 -0.158
C 2.569 -0.180 2.000 -0.167
C 3.088 -0.187 3.303 0.048
C 2.184 -0.196 4.337 0.053
C 0.796 -0.210 4.084 -0.121
C -0.201 -0.198 5.081 0.006
C -1.529 -0.194 4.753 -0.039
C -1.940 -0.214 3.410 -0.043
C -1.003 -0.228 2.414 -0.025
C 0.366 -0.219 2.721 -0.198
N 1.294 -0.202 1.754 0.087
H 4.160 -0.167 3.435 0.136
H 2.539 -0.172 5.358 0.137
H 0.111 -0.190 6.113 0.130
H -2.279 -0.174 5.525 0.120
H -2.993 -0.211 3.174 0.114
H -1.269 -0.235 1.371 0.061
C 1.026 2.176 -3.812 -0.039
N 2.337 2.258 -3.241 -0.145
C 3.547 2.139 -4.045 -0.068
C 4.678 2.381 -3.027 -0.077
N 3.945 2.537 -1.780 0.073
C 2.642 2.438 -1.965 -0.736
S 1.470 2.564 -0.714 0.805
H 1.001 2.749 -4.740 0.111
H 0.302 2.595 -3.115 0.057
H 0.755 1.139 -4.031 0.101
H 3.536 2.881 -4.847 0.139
H 3.599 1.144 -4.498 0.139
H 5.251 3.286 -3.245 0.136
H 5.374 1.542 -2.963 0.137
H 4.400 2.688 -0.895 0.163
C -2.881 -3.546 0.396 -0.132
C -1.618 -3.736 -0.424 -0.143
N -1.103 -2.427 -0.775 0.092
C -1.821 -1.294 -0.809 -0.369
N -1.143 -0.157 -1.040 -0.118
C -1.910 1.052 -1.291 -0.220
C -3.193 1.123 -0.472 -0.132
C -3.984 -0.152 -0.709 -0.118
N -3.135 -1.326 -0.580 -0.013
C -3.810 -2.593 -0.342 -0.114
H -2.624 -3.119 1.368 0.122
H -3.377 -4.499 0.561 0.133
H -1.815 -4.321 -1.330 0.138
H -0.856 -4.257 0.158 0.135
H -0.155 -2.365 -1.117 0.126
H -2.167 1.071 -2.357 0.134
H -1.272 1.910 -1.085 0.066
H -3.780 1.982 -0.791 0.133
H -2.971 1.244 0.588 0.112
H -4.427 -0.141 -1.711 0.145
H -4.794 -0.234 0.020 0.136
H -4.147 -3.030 -1.288 0.147
H -4.693 -2.399 0.268 0.136
```

***

This record from the Open Molecules 2025 dataset describes a single C5H10O molecule. The level of theory is ωB97M-V/def2-TZVPD.

Results
F_max   0.37 eV/Å
Energy above the lowest of the compared OMol25 structures with the same formula, charge and spin   99.4 kcal/mol

```
16
Properties=species:S:1:pos:R:3:lowdin_charge:R:1
C 1.427 -0.481 1.511 -0.144
C 0.070 -0.775 1.002 0.065
C -2.184 0.442 -0.079 -0.121
O -1.498 -0.553 -0.808 -0.180
C -0.128 -0.616 -0.450 -0.469
C 0.683 0.402 -1.268 -0.045
H 1.885 -1.462 1.716 0.098
H 1.327 -0.027 2.506 0.079
H 2.123 0.109 0.895 0.062
H -2.107 0.248 0.999 0.072
H -1.789 1.450 -0.287 0.086
H -3.233 0.404 -0.382 0.090
H 0.209 -1.635 -0.751 0.174
H 0.373 0.341 -2.314 0.085
H 1.757 0.198 -1.212 0.070
H 0.511 1.424 -0.914 0.080
```

***

This record from the Open Molecules 2025 dataset describes 11 unconnected molecules or ions with the total composition C30H57N3O24 in a non-equilibrium geometry. The level of theory is ωB97M-V/def2-TZVPD.

Results
F_max   4.98 eV/Å
Structure (SMILES)   COC(=O)OC.COC(=O)OC.COC(=O)OC.COC(=O)OC.COC(=O)OC.COC(=O)OC.COC(=O)OC.COC(=O)OC.CC#N.CC#N.CC#N
Energy above the lowest of the compared OMol25 structures with the same formula, charge and spin   33.8 kcal/mol

```
114
Properties=species:S:1:pos:R:3:lowdin_charge:R:1
C 7.967 -0.129 -3.293 -0.070
O 7.977 1.087 -2.593 -0.033
C 8.956 2.051 -2.823 -0.478
O 9.885 1.878 -3.640 0.070
O 8.832 3.091 -1.968 0.003
C 9.810 4.133 -1.945 -0.047
H 7.878 -0.877 -2.505 0.103
H 8.575 -0.165 -4.197 0.097
H 7.045 -0.179 -3.873 0.084
H 9.408 5.099 -2.250 0.085
H 10.604 3.977 -2.675 0.093
H 10.145 4.475 -0.966 0.093
C 3.870 9.057 -7.584 -0.037
O 4.238 9.482 -8.883 0.008
C 4.445 8.682 -9.901 -0.555
O 4.495 7.440 -9.861 0.089
O 4.598 9.479 -10.989 -0.006
C 4.568 8.881 -12.250 -0.072
H 2.799 9.108 -7.387 0.098
H 4.445 9.727 -6.945 0.095
H 4.239 8.081 -7.268 0.093
H 3.537 8.685 -12.545 0.101
H 5.140 7.954 -12.277 0.092
H 5.112 9.464 -12.994 0.094
C -8.127 -11.981 -1.119 -0.024
O -6.797 -12.430 -0.820 0.011
C -6.047 -11.991 0.177 -0.572
O -4.988 -12.590 0.547 0.057
O -6.536 -10.961 0.816 -0.024
C -5.854 -10.404 1.910 -0.032
H -8.380 -12.099 -2.173 0.095
H -8.338 -10.992 -0.711 0.091
H -8.773 -12.676 -0.584 0.093
H -5.487 -11.185 2.575 0.099
H -6.614 -9.873 2.484 0.098
H -5.046 -9.803 1.493 0.107
C -8.813 -8.174 -8.124 -0.064
O -8.031 -8.230 -6.968 -0.024
C -6.661 -8.119 -7.101 -0.433
O -6.032 -7.822 -8.134 0.088
O -6.069 -8.298 -5.836 -0.015
C -4.717 -8.191 -5.690 -0.115
H -9.135 -7.167 -8.388 0.096
H -9.749 -8.728 -8.056 0.096
H -8.076 -8.559 -8.829 0.092
H -4.255 -7.741 -6.569 0.090
H -4.100 -9.088 -5.749 0.090
H -4.435 -7.763 -4.728 0.100
C -1.533 3.171 8.783 -0.022
O -1.876 3.523 10.128 -0.063
C -1.151 4.357 10.936 -0.484
O -0.017 4.754 10.608 0.081
O -1.927 4.698 12.043 -0.015
C -1.322 5.582 13.011 -0.062
H -0.460 3.022 8.669 0.094
H -1.881 4.124 8.385 0.101
H -2.172 2.327 8.519 0.097
H -0.512 5.130 13.584 0.092
H -2.087 5.804 13.755 0.088
H -0.946 6.570 12.746 0.092
C -5.551 1.218 -4.274 -0.022
O -6.451 0.651 -3.273 0.010
C -6.650 -0.670 -3.216 -0.667
O -5.966 -1.593 -3.666 0.086
O -7.619 -0.862 -2.437 0.026
C -8.144 -2.222 -2.303 0.013
H -4.705 1.759 -3.852 0.089
H -6.110 1.902 -4.912 0.086
H -5.157 0.505 -4.999 0.089
H -9.099 -2.178 -1.780 0.091
H -7.501 -2.725 -1.581 0.098
H -8.211 -2.686 -3.287 0.102
C 12.493 5.710 8.052 -0.055
O 11.278 5.074 7.645 -0.025
C 10.489 5.724 6.727 -0.500
O 10.613 6.915 6.415 0.095
O 9.476 4.868 6.366 -0.023
C 8.429 5.221 5.461 -0.051
H 13.150 5.871 7.197 0.098
H 13.069 5.082 8.732 0.087
H 12.316 6.582 8.681 0.095
H 8.678 5.478 4.431 0.093
H 7.856 6.079 5.810 0.092
H 7.760 4.361 5.476 0.093
C -0.801 -1.512 0.142 -0.007
O 0.246 -0.867 -0.672 -0.003
C 0.422 0.440 -0.568 -0.649
O 0.249 1.037 0.492 0.095
O 1.064 0.796 -1.634 0.028
C 1.594 2.155 -1.690 -0.009
H -0.920 -1.172 1.170 0.091
H -0.685 -2.595 0.105 0.087
H -1.742 -1.386 -0.393 0.089
H 1.823 2.359 -2.736 0.088
H 2.579 2.291 -1.242 0.096
H 0.876 2.896 -1.341 0.096
C 0.379 7.675 3.858 -0.068
C 1.484 8.624 3.739 -0.302
N 2.323 9.403 3.598 0.119
H 0.730 6.748 3.404 0.084
H -0.442 8.139 3.313 0.084
H 0.201 7.594 4.931 0.083
C -9.775 -2.580 6.367 -0.073
C -8.395 -3.136 6.110 -0.255
N -7.318 -3.558 5.901 0.105
H -10.507 -2.957 5.653 0.076
H -9.753 -1.499 6.506 0.075
H -10.044 -2.879 7.380 0.071
C 3.653 -7.354 0.618 -0.074
C 2.947 -7.522 1.907 -0.279
N 2.363 -7.835 2.849 0.119
H 3.763 -6.298 0.372 0.077
H 3.028 -7.846 -0.128 0.079
H 4.594 -7.903 0.599 0.079
```

***

This record from the Open Molecules 2025 dataset describes a gas-phase ion, C8H13N2 (charge +1) in a non-equilibrium geometry. The level of theory is ωB97M-V/def2-TZVPD.

Results
Net charge   +1
F_max   7.27 eV/Å
Energy above the lowest of the compared OMol25 structures with the same formula, charge and spin   168.6 kcal/mol

```
23
Properties=species:S:1:pos:R:3:lowdin_charge:R:1
C 0.062 1.424 0.359 -0.105
C 1.752 -0.629 -0.685 -0.134
C -1.804 -0.502 -0.593 -0.126
C 2.243 0.519 0.129 -0.171
C -2.246 0.765 0.218 -0.081
C -0.022 -1.317 1.195 0.043
C 0.800 -1.510 0.092 -0.230
C -0.783 -1.476 0.037 -0.207
N 1.296 1.637 0.120 0.066
N -1.130 1.863 0.106 0.057
H 1.314 -0.285 -1.675 0.146
H 2.649 -1.390 -0.933 0.175
H -2.793 -0.989 -0.750 0.129
H -1.462 -0.305 -1.580 0.103
H 2.425 0.200 1.104 0.104
H 3.273 0.928 -0.162 0.161
H -3.090 1.219 -0.283 0.114
H -2.456 0.425 1.242 0.127
H -0.102 -1.009 2.310 0.169
H 1.177 -2.467 0.210 0.124
H -1.290 -2.489 0.142 0.172
H 1.488 2.511 -0.342 0.162
H -1.300 2.877 -0.260 0.203
```

***

This record from the Open Molecules 2025 dataset describes 2 unconnected molecules or ions with the total composition C3H5IO in a non-equilibrium geometry. The level of theory is ωB97M-V/def2-TZVPD.

Results
F_max   3.12 eV/Å
Structure (SMILES)   C=CC=O.I
Energy above the lowest of the compared OMol25 structures with the same formula, charge and spin   22.8 kcal/mol

```
10
Properties=species:S:1:pos:R:3:lowdin_charge:R:1
C 1.241 0.210 0.079 0.066
C 0.128 0.494 -0.618 -0.100
C -0.543 1.785 -0.364 -0.288
O -0.283 2.468 0.582 0.048
I -3.099 -3.463 0.996 0.391
H 1.896 -0.649 0.116 0.072
H 1.566 0.917 0.731 0.026
H -0.113 -0.251 -1.291 0.064
H -1.358 2.131 -1.023 0.115
H -3.020 -2.116 1.775 -0.394
```